A molecular structure, C18H18F5O7RhS4 in a non-equilibrium geometry, computed with ωB97M-V/def2-TZVPD.

XYZ file:
```
53
Properties=species:S:1:pos:R:3:forces:R:3:lowdin_spin:R:1
Rh 1.01743 0.63571 -0.10275 -0.28 0.03 0.11 2.660
F 7.61256 -1.73763 -0.65980 0.11 -0.02 0.01 0.006
C 6.29015 -1.68120 -0.65110 -0.16 0.04 -0.01 0.019
C 5.64716 -0.46422 -0.81331 0.00 -0.09 0.00 -0.003
F 6.35706 0.64397 -0.97374 0.02 0.06 -0.05 -0.002
C 4.26739 -0.42779 -0.81791 -0.15 -0.22 -0.03 0.022
F 3.65570 0.73569 -1.04494 -0.02 0.20 0.08 0.028
C 3.48897 -1.56638 -0.62619 0.33 0.24 0.00 0.050
S 1.73516 -1.53152 -0.59503 -0.24 0.21 0.08 0.390
C 4.16423 -2.77505 -0.47894 -0.09 0.15 0.03 0.026
F 3.47290 -3.90088 -0.31267 -0.01 -0.08 0.02 0.009
C 5.54516 -2.83811 -0.49348 0.00 0.02 -0.01 -0.002
F 6.16508 -4.00452 -0.35379 0.02 -0.09 0.03 -0.002
O 2.84635 4.25715 0.08055 -0.10 -0.11 0.02 0.024
S 1.83128 3.26985 0.27133 0.52 1.02 -0.09 0.008
O 2.21259 2.14620 1.15251 -0.23 -0.63 -0.24 0.125
O 1.30802 2.67447 -0.98798 -0.03 -0.44 0.19 0.123
C 0.45539 4.11127 1.05864 0.24 0.03 -0.15 0.000
C 0.66958 5.44774 1.36094 0.14 -0.09 -0.07 0.001
C -0.33831 6.21694 1.92091 -0.14 -0.02 0.04 0.000
C -1.58473 5.65892 2.15199 0.12 0.07 0.00 0.000
C -1.80034 4.31859 1.87403 0.01 -0.15 -0.01 0.001
C -0.78134 3.53814 1.34657 -0.13 -0.22 0.01 -0.001
S -1.18943 1.81824 1.10733 -1.02 -0.21 0.60 0.007
O -2.50566 1.63084 1.63887 0.10 0.11 -0.14 0.026
O -0.16770 0.98311 1.79963 0.31 0.06 -0.43 0.126
O -1.05519 1.50986 -0.33772 0.50 0.15 0.03 0.127
H 1.64235 5.86318 1.13995 -0.04 0.07 0.02 0.000
H -0.14621 7.25098 2.17289 -0.01 0.02 -0.06 0.000
H -2.38903 6.25837 2.55598 0.01 -0.01 0.03 0.000
H -2.75318 3.84645 2.06470 -0.01 0.06 0.04 0.000
C -4.24796 -1.74790 1.41101 0.21 -0.03 -0.07 0.001
C -2.98940 -2.61649 1.35887 -0.01 0.09 -0.12 0.004
C -1.68837 -1.85610 1.08857 -0.10 0.05 -0.41 0.013
S -1.48265 -1.24482 -0.63255 0.25 -1.34 0.42 0.093
O -2.76041 -0.71650 -1.11058 -0.37 0.54 -0.20 0.088
C -1.27040 -2.90877 -1.45718 0.15 0.34 0.13 0.022
C -2.43691 -3.21793 -2.38192 -0.03 0.20 -0.13 0.003
C -2.36572 -2.45896 -3.70552 0.02 -0.10 0.12 0.000
H -5.09309 -2.33628 1.76974 0.01 0.03 0.01 0.000
H -4.48608 -1.34584 0.43216 -0.05 0.02 -0.08 0.000
H -4.09858 -0.89890 2.07549 -0.02 0.04 0.11 0.000
H -3.11890 -3.41544 0.62249 0.02 -0.04 0.07 0.000
H -2.85736 -3.09477 2.33275 0.05 -0.10 -0.05 0.001
H -0.80593 -2.48307 1.23867 0.03 0.06 0.07 0.001
H -1.60784 -0.98438 1.72531 0.04 0.19 0.13 0.000
H -1.17196 -3.64014 -0.65619 0.05 0.00 -0.03 0.002
H -0.32548 -2.85242 -1.99817 -0.02 -0.09 -0.02 0.003
H -3.37135 -2.96473 -1.87936 -0.01 -0.09 0.03 0.000
H -2.43878 -4.29373 -2.57074 0.00 -0.02 0.05 0.001
H -2.35311 -1.38518 -3.52618 -0.02 0.02 -0.05 0.000
H -3.23452 -2.69317 -4.31998 0.02 0.04 -0.04 0.000
H -1.46856 -2.73288 -4.26419 0.00 0.00 -0.01 0.000
```
Forces are in eV/Å.

Results
Spin multiplicity: 5
E_HOMO (alpha / beta): -9.4 / -9.2 eV
E_LUMO (alpha / beta): 0.0342 / -3.4852 eV
Gap between HOMO and LUMO (alpha / beta): 0.346 / 0.209 Ha
<S²>: 6.018
Energy: -93222.560 eV


A molecular structure, C8H9N2O5SY in a non-equilibrium geometry, computed with ωB97M-V/def2-TZVPD.

XYZ file:
```
26
Properties=species:S:1:pos:R:3:forces:R:3:mulliken_charge:R:1
O 2.35712 4.22735 -5.27527 0.31 -2.26 4.35 -0.147
C 2.43008 3.69041 -4.24511 -0.33 2.26 -4.37 0.135
Y 0.58425 1.40556 -0.58366 -0.44 -1.77 -4.30 0.686
O 3.58292 2.24676 -1.63020 -4.62 -1.03 2.26 0.046
C 2.55172 2.02377 -1.15461 9.82 3.00 -3.97 0.190
C 1.19771 0.82458 1.39234 3.16 -3.58 10.32 0.125
O 1.50870 0.28941 2.38148 -1.50 2.62 -4.94 0.018
C -1.45419 1.65285 -0.06300 -11.19 1.22 1.72 0.118
O -2.60720 1.65057 0.06643 5.11 0.08 -0.51 0.003
C 0.63073 3.67954 0.35065 -0.10 5.82 1.64 0.279
O 0.61119 4.79301 0.66256 0.09 -4.69 -1.32 -0.083
H 0.08308 2.58288 -2.01546 -0.23 0.89 0.11 -0.032
C 0.23426 -2.82187 1.92650 0.48 -0.65 0.73 -0.769
N 0.55547 -2.14858 0.68998 -2.19 1.91 -2.17 -0.161
C -0.26366 -1.52296 -0.23382 0.30 -0.66 -0.18 0.387
S 0.60409 -0.77018 -1.66788 -0.79 -2.67 0.31 -0.287
N -1.63999 -1.45694 -0.26583 3.04 0.45 -0.11 -0.138
C -2.56486 -1.97821 0.70442 -0.68 -0.42 0.52 -1.178
H -0.82146 -2.81963 2.13631 -0.07 -0.04 0.02 0.288
H 0.76840 -2.32612 2.75161 -0.20 -0.18 -0.22 0.299
H 0.59601 -3.85673 1.85604 -0.19 0.24 0.13 0.326
H 1.54145 -2.08369 0.46932 -0.14 -0.08 -0.24 0.317
H -2.03497 -0.97086 -1.06643 0.38 -0.32 0.02 0.395
H -2.41119 -1.48379 1.66709 -0.13 -0.26 0.00 0.423
H -3.58727 -1.76449 0.37886 0.28 -0.03 -0.04 0.352
H -2.45238 -3.06264 0.76765 -0.15 0.13 0.21 0.409
```
Forces are in eV/Å.

Results
Spin multiplicity: 1
E_HOMO (alpha / beta): -16.8 / -16.8 eV
ΔE to the lowest compared entry with this formula, charge and spin: 3.717 eV
E_LUMO (alpha / beta): -10.3023 / -10.3022 eV
Charge: +2
Gap between HOMO and LUMO (alpha / beta): 0.238 / 0.238 Ha
Energy: -33516.154 eV


A gas-phase ion, C6H14N3OS (charge +1) in a non-equilibrium geometry, computed with ωB97M-V/def2-TZVPD.

XYZ file:
```
25
Properties=species:S:1:pos:R:3:forces:R:3:mulliken_charge:R:1
C 1.26790 0.38382 -0.39874 0.68 1.31 1.37 0.686
C -1.08261 0.59492 -1.16976 3.02 -1.05 0.74 0.127
C 1.48505 -1.99020 -0.44632 2.95 0.73 -0.42 -1.076
C 3.16551 -0.65997 0.64155 -1.11 1.57 3.07 -1.080
C -3.33761 0.87441 -0.19503 3.75 1.75 2.92 -0.814
C -1.30231 0.35501 1.26682 1.97 -0.60 -0.27 -0.875
N 0.26195 0.48919 -1.17729 -3.38 -0.74 -1.03 -0.478
N 1.82485 -0.69980 0.15199 -2.20 -0.63 -0.39 0.020
N -1.83335 0.53521 -0.08361 -1.17 -0.47 -0.12 0.002
O 1.13532 3.01323 -0.91984 -1.40 -3.00 2.24 -0.447
S 2.04139 1.92452 0.03298 -0.22 1.06 -0.66 0.029
H -1.53268 0.59887 -2.16432 -0.20 0.40 0.42 0.358
H 2.24599 -2.02664 -1.23587 -0.42 -0.60 -0.52 0.460
H 1.76512 -2.80555 0.19015 -0.59 -0.32 0.68 0.322
H 0.54306 -1.97472 -0.86869 -1.94 -0.34 -0.54 0.359
H 3.20092 0.20255 1.36496 0.41 -0.96 -0.37 0.288
H 3.46577 -1.57219 1.15584 -0.14 0.12 -0.27 0.288
H 3.69584 -0.40276 -0.18573 2.66 0.35 -2.07 0.575
H -3.60033 0.54715 -1.12842 -1.54 -1.18 -1.88 0.295
H -3.77332 0.50677 0.76788 -0.20 0.23 -1.50 0.256
H -3.21929 1.97538 -0.22479 -1.21 -0.42 0.27 0.385
H -2.03343 0.14726 1.98680 -1.80 -0.72 0.41 0.397
H -0.58096 -0.56234 1.36394 -0.90 2.16 -0.42 0.218
H -0.97878 1.32255 1.67758 1.00 -0.35 -0.41 0.366
H 1.74199 3.60289 -1.28036 1.96 1.68 -1.24 0.340
```
Forces are in eV/Å.

Results
Spin multiplicity: 1
E_HOMO: -13.0 eV
ΔE to the lowest compared entry with this formula, charge and spin: 2.599 eV
E_LUMO: -2.8879 eV
Charge: +1
Gap between HOMO and LUMO: 0.373 Ha
Energy: -23793.283 eV


2 unconnected molecules or ions with the total composition C5H14O in a non-equilibrium geometry, computed with ωB97M-V/def2-TZVPD.

XYZ file:
```
20
Properties=species:S:1:pos:R:3:forces:R:3:mulliken_charge:R:1
C -1.67301 2.28151 0.90179 0.62 0.77 1.73 -1.193
C -2.08168 0.82183 1.15144 3.41 -0.77 -1.56 -0.014
C -2.43813 0.19611 -0.20116 -6.62 -0.89 1.43 -1.179
H -0.83873 2.51042 0.19350 -0.92 -0.69 0.23 0.326
H -2.50067 2.96901 0.76213 -0.33 -0.12 -0.63 0.337
H -1.29381 2.62970 1.87464 0.19 0.11 -0.13 0.346
H -2.74847 0.73583 2.02610 0.15 -0.27 -0.78 0.340
H -1.07588 0.28658 1.34062 -1.44 0.77 0.68 0.058
H -3.72119 0.22384 -0.26812 3.19 -0.10 0.11 0.227
H -2.28838 -0.83908 -0.47238 0.66 -0.30 0.61 0.351
H -2.25214 0.78623 -1.02226 1.10 1.49 -1.69 0.404
C 2.38648 -1.60127 -1.73142 -0.91 -0.31 -0.27 -0.885
C 2.26485 -1.12097 -0.25090 5.05 0.01 0.60 -0.142
O 3.33305 -1.92598 0.47994 -0.62 1.00 0.09 -0.562
H 3.31349 -1.21951 -2.16131 -0.16 0.36 0.06 0.274
H 1.48792 -1.12719 -2.27097 1.37 -1.07 0.36 0.260
H 2.52012 -2.77907 -1.94783 -0.97 2.65 1.12 0.262
H 2.62978 -0.02316 0.03335 -1.38 -1.93 -1.49 0.236
H 1.40314 -1.37242 0.26779 -2.08 -0.17 0.40 0.262
H 3.57325 -1.43242 1.29505 -0.32 -0.54 -0.86 0.292
```
Forces are in eV/Å.

Results
Spin multiplicity: 1
E_HOMO: -10.2 eV
ΔE to the lowest compared entry with this formula, charge and spin: 2.689 eV
E_LUMO: 0.8258 eV
Structure (SMILES): CCC.CCO
Gap between HOMO and LUMO: 0.407 Ha
Energy: -7457.096 eV